The following is a DFT calculation (ωB97M-V/def2-TZVPD) of a structure of composition C57H47CaClN7O2P3Te.

Atoms and positions in Å:
Ca (-0.79, -0.19, -0.52)
Te (0.03, 1.77, 4.43)
C (1.75, 2.91, 4.98)
C (2.60, 2.50, 6.00)
C (3.75, 3.23, 6.26)
N (4.09, 4.33, 5.59)
C (3.26, 4.73, 4.63)
C (2.09, 4.07, 4.29)
C (0.49, 1.86, 2.33)
P (1.17, 0.37, 1.52)
C (2.94, 0.99, 1.46)
C (3.56, 1.30, 2.68)
C (4.82, 1.86, 2.71)
C (5.50, 2.13, 1.53)
C (4.90, 1.84, 0.32)
C (3.62, 1.27, 0.28)
C (1.54, -1.08, 2.63)
C (2.79, -1.70, 2.54)
C (3.13, -2.77, 3.36)
C (2.22, -3.25, 4.29)
C (0.96, -2.69, 4.35)
C (0.62, -1.63, 3.52)
P (-0.91, 2.21, 1.26)
C (-0.27, 3.33, -0.05)
C (1.05, 3.33, -0.46)
C (1.46, 4.11, -1.54)
C (0.54, 4.89, -2.22)
C (-0.79, 4.90, -1.82)
C (-1.20, 4.12, -0.75)
C (-1.94, 3.40, 2.18)
C (-3.23, 3.08, 2.57)
C (-3.94, 3.96, 3.39)
C (-3.36, 5.14, 3.81)
C (-2.08, 5.48, 3.39)
C (-1.37, 4.61, 2.57)
H (2.38, 1.60, 6.57)
H (4.44, 2.92, 7.04)
H (3.55, 5.64, 4.11)
H (1.46, 4.44, 3.50)
H (3.04, 1.08, 3.60)
H (5.28, 2.10, 3.67)
H (6.49, 2.57, 1.55)
H (5.41, 2.05, -0.61)
H (3.16, 1.07, -0.67)
H (3.53, -1.35, 1.83)
H (4.11, -3.22, 3.27)
H (2.50, -4.06, 4.95)
H (0.22, -3.09, 5.03)
H (-0.39, -1.26, 3.56)
H (1.77, 2.76, 0.11)
H (2.50, 4.10, -1.85)
H (0.86, 5.49, -3.07)
H (-1.51, 5.52, -2.34)
H (-2.23, 4.13, -0.43)
H (-3.68, 2.15, 2.26)
H (-4.95, 3.71, 3.70)
H (-3.90, 5.81, 4.46)
H (-1.63, 6.41, 3.70)
H (-0.38, 4.86, 2.22)
N (2.43, -1.52, -1.01)
C (2.18, -0.65, -2.00)
N (3.05, -0.62, -3.01)
C (2.75, 0.22, -3.99)
N (3.64, 0.38, -4.98)
N (1.61, 0.93, -4.07)
C (0.80, 0.80, -3.03)
N (1.05, 0.09, -1.94)
C (-0.53, 1.46, -3.16)
C (-0.80, 2.26, -4.27)
C (-2.07, 2.77, -4.42)
C (-3.04, 2.47, -3.48)
C (-2.68, 1.69, -2.39)
N (-1.45, 1.20, -2.23)
H (3.34, -1.95, -1.00)
H (1.96, -1.37, -0.13)
H (4.48, -0.17, -4.99)
H (3.40, 0.96, -5.76)
H (-0.01, 2.45, -4.98)
H (-2.31, 3.39, -5.28)
H (-4.05, 2.83, -3.58)
H (-3.39, 1.43, -1.62)
Cl (-3.10, -1.27, -0.10)
O (-2.10, 0.18, 2.80)
C (-1.35, 0.19, 1.91)
O (-1.01, -1.69, -2.00)
P (-1.91, -2.88, -1.77)
C (-1.15, -4.18, -2.85)
C (-1.81, -5.37, -3.15)
C (-1.18, -6.35, -3.90)
C (0.11, -6.15, -4.36)
C (0.77, -4.97, -4.07)
C (0.14, -3.99, -3.32)
C (-1.64, -3.82, -0.24)
C (-0.42, -3.59, 0.40)
C (-0.05, -4.36, 1.49)
C (-0.90, -5.35, 1.96)
C (-2.11, -5.59, 1.32)
C (-2.47, -4.83, 0.21)
C (-3.56, -2.89, -2.53)
C (-4.76, -3.20, -1.91)
C (-5.92, -3.32, -2.66)
C (-5.89, -3.10, -4.03)
C (-4.71, -2.74, -4.65)
C (-3.54, -2.65, -3.91)
H (-2.83, -5.52, -2.81)
H (-1.71, -7.26, -4.14)
H (0.61, -6.92, -4.94)
H (1.78, -4.80, -4.44)
H (0.65, -3.06, -3.09)
H (0.25, -2.84, 0.00)
H (0.91, -4.19, 1.97)
H (-0.62, -5.93, 2.82)
H (-2.76, -6.37, 1.67)
H (-3.41, -5.03, -0.30)
H (-4.79, -3.34, -0.84)
H (-6.85, -3.59, -2.17)
H (-6.80, -3.22, -4.61)
H (-4.69, -2.56, -5.72)
H (-2.60, -2.40, -4.39)

Output
charge	0
total energy	-140523.02041	eV
HOMO level	-6.9	eV
relative energy (zero: lowest compared OMol25 entry of this formula, charge and spin)	1.505	eV
HOMO-LUMO gap	0.235	Ha

Here are the Mulliken charges for atoms 1 to 8, given in e: number 1, Ca, carries 1.4953; number 2, Te, carries 0.5017; number 3, C, carries -0.0512; number 4, C, carries -0.2796; number 5, C, carries -0.4090; number 6, N, carries -0.6515; number 7, C, carries -0.5240; number 8, C, carries 0.2294



The following is a DFT calculation (ωB97M-V/def2-TZVPD) of a cluster of 5 separate species, C5H17O7 in total.

Atoms and positions in Å:
C (1.82, 0.71, -1.75)
O (0.79, -0.15, -2.25)
C (1.61, 0.97, -0.25)
C (0.58, 2.10, 0.01)
C (-0.72, 1.83, -0.67)
C (-1.73, 1.12, -0.13)
O (-1.49, 0.62, 1.23)
O (-2.86, 0.75, -0.50)
H (1.80, 1.69, -2.36)
H (2.75, 0.09, -1.92)
H (1.29, 0.02, 0.25)
H (2.57, 1.23, 0.26)
H (0.45, 2.20, 1.07)
H (0.98, 3.07, -0.33)
H (-0.87, 2.22, -1.63)
H (-0.03, 0.24, -2.02)
H (-2.26, 0.71, 1.77)
H (-2.51, -1.41, -0.41)
H (-1.66, -1.06, 0.74)
O (-1.92, -1.82, 0.20)
H (0.67, -1.57, -1.31)
H (-0.29, -2.21, -0.38)
O (0.58, -2.32, -0.70)
H (1.66, -2.18, 0.58)
H (1.82, -1.25, 1.83)
O (2.28, -1.97, 1.34)
H (0.01, 0.16, 2.05)
H (0.16, -1.07, 2.88)
O (0.63, -0.28, 2.63)

Output
charge	-1
total energy	-19794.99043	eV
HOMO level	-3.9	eV
relative energy (zero: lowest compared OMol25 entry of this formula, charge and spin)	0.967	eV
HOMO-LUMO gap	0.267	Ha

Here are the Mulliken charges for atoms 1 to 8, given in e: number 1, C, carries -0.4879; number 2, O, carries -0.7014; number 3, C, carries 0.2926; number 4, C, carries -0.6647; number 5, C, carries -1.4664; number 6, C, carries 0.9395; number 7, O, carries -0.4760; number 8, O, carries -0.8408



The following is a DFT calculation (ωB97M-V/def2-TZVPD) of a structure of composition C42H34I2N6O3S2Ti.

Atoms and positions in Å:
Ti (-0.62, -0.36, -0.50)
C (-2.53, -0.67, 3.43)
C (-1.99, -1.26, 2.15)
O (-1.10, -0.72, 1.50)
N (-2.50, -2.46, 1.82)
C (-2.07, -3.19, 0.62)
C (-2.69, -2.68, -0.64)
C (-3.70, -3.40, -1.25)
C (-4.33, -2.91, -2.40)
C (-3.93, -1.63, -2.85)
C (-2.90, -0.98, -2.21)
N (-2.21, -1.48, -1.14)
H (-1.81, 0.04, 3.84)
H (-2.74, -1.45, 4.16)
H (-3.45, -0.12, 3.23)
H (-3.38, -2.72, 2.22)
H (-2.32, -4.24, 0.78)
H (-0.99, -3.09, 0.55)
H (-3.98, -4.36, -0.84)
H (-5.08, -3.49, -2.93)
H (-4.41, -1.15, -3.69)
H (-2.59, 0.00, -2.55)
I (-0.11, -2.37, -3.48)
C (1.81, -2.03, -2.64)
C (2.85, -1.96, -3.53)
C (4.17, -2.05, -3.06)
C (4.39, -2.33, -1.75)
C (3.33, -2.41, -0.82)
C (3.56, -2.82, 0.51)
C (2.51, -2.88, 1.38)
C (1.26, -2.35, 1.02)
C (0.93, -1.90, -0.26)
C (1.98, -2.10, -1.23)
H (2.65, -1.86, -4.59)
H (4.99, -1.95, -3.76)
H (5.40, -2.51, -1.39)
H (4.56, -3.10, 0.81)
H (2.67, -3.24, 2.39)
H (0.54, -2.31, 1.82)
S (-3.10, 0.97, 0.30)
C (-2.42, 2.00, 1.51)
C (-3.33, 2.42, 2.51)
N (-4.13, 2.70, 3.30)
C (-1.09, 2.36, 1.58)
S (0.12, 1.94, 0.40)
C (-0.63, 3.11, 2.70)
N (-0.22, 3.67, 3.62)
I (6.28, 0.17, 1.36)
C (4.33, 0.18, 2.18)
C (4.18, 0.09, 3.55)
C (2.88, 0.10, 4.04)
C (1.83, 0.15, 3.13)
N (2.00, 0.19, 1.81)
C (3.24, 0.24, 1.34)
H (5.03, 0.03, 4.22)
H (2.69, 0.05, 5.10)
H (0.80, 0.15, 3.47)
H (3.33, 0.31, 0.26)
C (-3.47, -0.37, -6.66)
C (-3.36, 0.99, -6.00)
C (-4.53, 1.67, -5.70)
C (-4.48, 2.89, -5.04)
C (-3.26, 3.40, -4.66)
C (-2.06, 2.73, -4.94)
N (-0.90, 3.40, -4.54)
C (0.43, 2.89, -4.47)
C (1.36, 3.45, -5.33)
C (2.70, 3.10, -5.26)
C (3.12, 2.18, -4.31)
C (2.20, 1.60, -3.46)
C (0.84, 1.93, -3.53)
C (-0.12, 1.28, -2.59)
O (-1.27, 1.68, -2.46)
O (0.32, 0.23, -1.96)
C (-2.11, 1.53, -5.68)
C (-0.86, 0.80, -6.09)
H (-4.51, -0.68, -6.71)
H (-2.91, -1.12, -6.09)
H (-3.07, -0.35, -7.68)
H (-5.49, 1.24, -5.97)
H (-5.39, 3.43, -4.81)
H (-3.21, 4.33, -4.11)
H (-1.10, 3.96, -3.72)
H (1.02, 4.19, -6.04)
H (3.42, 3.56, -5.93)
H (4.17, 1.92, -4.24)
H (2.51, 0.88, -2.72)
H (-0.09, 1.49, -6.43)
H (-1.06, 0.10, -6.90)
H (-0.45, 0.23, -5.26)

Output
charge	-2
total energy	-120179.10374	eV
HOMO level (alpha / beta)	0.3 / -1.1	eV
spin multiplicity	3
relative energy (zero: lowest compared OMol25 entry of this formula, charge and spin)	2.251	eV
HOMO-LUMO gap (alpha / beta)	0.110 / 0.163	Ha

Here are the Mulliken charges for atoms 1 to 8, given in e: number 1, Ti, carries -0.7448; number 2, C, carries -2.0632; number 3, C, carries 0.4099; number 4, O, carries 0.7540; number 5, N, carries 0.0619; number 6, C, carries -0.5893; number 7, C, carries 0.5898; number 8, C, carries -0.5529



> Which of these has the lowest relative energy (zero: lowest compared OMol25 entry of this formula, charge and spin)?

C5H17O7